(1)
{"formula": "C3H11NO", "method": "ωB97M-V/def2-TZVPD", "orbital_gap_ev": 5.2, "de_lowest_ev": 7.925, "largest_force_ev_per_a": 4.8, "charge": 0, "symbols": ["C", "C", "C", "N", "H", "H", "H", "H", "H", "H", "H", "H", "H", "H", "H", "O"], "coordinates": [[-0.650098, 1.117155, 0.508153], [-0.761025, -0.341001, 0.837474], [-1.210813, -1.157220, -0.435353], [0.329348, 1.104275, -0.474085], [1.246478, -1.062878, 1.034603], [-1.480583, 1.730289, 0.170999], [0.397850, -0.564052, 0.911586], [-1.258842, -0.554360, 1.721507], [-2.288135, -1.396391, -0.516700], [-1.026142, -0.364843, -1.228852], [-0.652512, -2.106916, -0.662726], [0.552736, 2.132046, -0.571674], [-0.170870, 1.536727, 1.447396], [2.750566, -0.686609, -1.292921], [1.616865, 0.494282, -0.610470], [2.605183, 0.119497, -0.838931]], "forces_ev_per_a": [[3.129, -1.713, 2.267], [-3.841, -0.310, -2.784], [0.445, 0.820, -0.606], [1.078, 4.017, -1.539], [-0.893, 1.438, -0.588], [-0.898, -0.524, 0.429], [1.894, -1.033, 0.657], [-0.800, -0.721, 1.762], [0.423, 0.049, 0.810], [0.101, -1.459, 0.436], [-0.327, 1.137, 0.270], [0.014, -1.350, -0.647], [-0.923, 0.405, -0.413], [-0.536, -0.990, -0.867], [1.031, -1.371, -0.947], [0.101, 1.605, 1.759]], "nbo_charge": [-0.3074, -0.1759, -0.6540, -0.8317, 0.3222, 0.2828, 0.0054, 0.2097, 0.2216, 0.2576, 0.2222, 0.3390, 0.2076, 0.4591, 0.4776, -1.0358]}

(2)
{"formula": "C3H11NO", "method": "ωB97M-V/def2-TZVPD", "orbital_gap_ev": 10.6, "de_lowest_ev": 1.760, "largest_force_ev_per_a": 3.1, "charge": 0, "symbols": ["C", "C", "O", "C", "H", "H", "H", "H", "H", "H", "H", "H", "N", "H", "H", "H"], "coordinates": [[-0.305389, 0.693437, -2.115665], [-0.996583, -0.357954, -1.239950], [-0.424879, -0.433194, 0.180253], [0.988934, -0.512472, 0.086491], [-0.675811, 0.895153, -3.181180], [-0.116387, 1.658359, -1.523582], [0.700392, 0.306956, -2.417968], [-0.999347, -1.366813, -1.757765], [-1.995380, 0.020681, -1.151338], [1.376923, -0.679550, 1.099095], [1.578683, 0.425185, -0.263803], [1.269785, -1.307045, -0.693644], [-0.097131, 0.102507, 3.514997], [-1.081735, 0.190980, 3.134910], [0.400004, -0.635209, 2.950786], [0.377920, 0.998980, 3.378364]], "forces_ev_per_a": [[2.133, 0.537, -0.741], [0.579, 0.116, 0.413], [-0.175, 0.571, -3.083], [1.193, 0.216, -1.085], [-0.526, -0.229, 1.868], [-0.539, -1.279, -1.046], [-0.402, 0.382, 0.586], [0.150, 0.956, 0.936], [-0.721, -0.416, 0.627], [-0.113, -0.498, -0.427], [-1.439, -1.045, 0.437], [-0.105, 0.683, 1.425], [-0.692, -0.634, -1.002], [1.798, -0.148, 0.437], [-0.888, 1.279, 0.773], [-0.251, -0.492, -0.117]], "nbo_charge": [-0.6670, -0.0806, -0.5440, -0.2607, 0.2350, 0.2226, 0.2052, 0.1785, 0.1922, 0.1873, 0.1639, 0.1651, -1.0835, 0.3694, 0.3591, 0.3577]}

(3)
{"formula": "C3H11NO", "method": "ωB97M-V/def2-TZVPD", "orbital_gap_ev": [11.1, 5.8], "de_lowest_ev": 1.640, "largest_force_ev_per_a": 1.1, "spin_multiplicity": 2, "charge": 1, "symbols": ["C", "C", "H", "H", "H", "H", "H", "H", "N", "C", "O", "H", "H", "H", "H", "H"], "coordinates": [[2.461226, 0.684116, -0.832675], [2.206839, -0.734868, -1.293459], [1.943149, 0.855973, 0.120155], [2.060554, 1.413283, -1.538652], [3.503677, 0.941508, -0.645955], [1.143933, -0.977429, -1.337153], [2.598628, -0.950581, -2.294538], [2.678162, -1.505605, -0.672660], [-1.942649, 0.927978, 0.090628], [-2.067185, -0.152582, 1.015669], [-0.863465, -0.820634, 1.157648], [-1.082238, 1.467597, -0.060351], [-2.657465, 1.033018, -0.629923], [-2.329939, 0.300433, 1.988471], [-2.869892, -0.811910, 0.669345], [-0.490361, -0.946315, 0.269715]], "forces_ev_per_a": [[-0.452, 0.311, 0.464], [0.593, -0.781, -0.401], [0.104, 0.042, -0.001], [0.084, -0.009, -0.098], [0.010, -0.247, -0.191], [-0.223, 0.055, -0.022], [-0.121, 0.306, 0.076], [-0.116, 0.327, 0.205], [-0.205, -0.045, -0.633], [0.772, -0.035, 0.029], [-0.158, 0.582, -0.283], [-0.030, -0.265, 0.358], [-0.059, 0.278, 0.120], [-0.199, -0.187, 0.079], [-0.252, 0.073, 0.094], [0.252, -0.404, 0.204]], "nbo_charge": [-0.6127, -0.6042, 0.1800, 0.2017, 0.2350, 0.1540, 0.2278, 0.2224, -0.3247, 0.0169, -0.5870, 0.4372, 0.4258, 0.2865, 0.2467, 0.4947]}

| no. | energy (Eh) |
| --- | --- |
| 1 | -250.6054 |
| 2 | -250.8320 |
| 3 | -250.5284 |